[1]
A structure of composition C18H32CuN5, computed with ωB97M-V with the def2-TZVPD basis set.

Last column: natural (NBO) charge in e.
Geometry (Å):
Cu1 1.6794 -0.3036 -0.5995  0.860
C1 0.2908 1.0053 -1.2369  -0.504
C2 0.0329 0.8683 0.1549  -0.036
C3 -1.1115 -0.0953 0.2662  0.188
C4 -1.5257 -0.3809 -1.0215  -0.373
C5 -0.7247 0.2846 -1.9667  0.193
C6 -0.9283 0.3430 -3.4493  -0.133
C7 0.4004 0.5240 -4.1874  -0.596
C8 -1.8316 1.5703 -3.7082  -0.586
C9 -1.6331 -0.9183 -3.9592  -0.596
C10 -1.6352 -0.8684 1.4663  -0.134
C11 -2.6271 -1.9471 1.0087  -0.600
C12 -2.3917 0.0006 2.4856  -0.600
C13 -0.4533 -1.5958 2.1354  -0.604
C14 0.5118 1.9495 1.1248  -0.109
C15 1.0108 1.4473 2.4859  -0.608
C16 -0.6730 2.9192 1.3120  -0.598
C17 1.6721 2.7495 0.5128  -0.601
H1 0.8174 1.8403 -1.6765  0.254
H2 -2.3169 -1.0633 -1.2824  0.242
H3 0.8954 1.4560 -3.9122  0.209
H4 0.2218 0.5528 -5.2623  0.229
H5 1.0810 -0.3050 -3.9800  0.206
H6 -1.3439 2.4902 -3.3815  0.211
H7 -2.7784 1.4710 -3.1766  0.218
H8 -2.0404 1.6518 -4.7759  0.226
H9 -1.0603 -1.8148 -3.7146  0.210
H10 -1.7397 -0.8671 -5.0428  0.226
H11 -2.6318 -1.0178 -3.5333  0.214
H12 -3.5094 -1.5067 0.5421  0.217
H13 -2.9600 -2.5146 1.8777  0.223
H14 -2.1691 -2.6475 0.3090  0.208
H15 -3.2008 0.5438 1.9951  0.220
H16 -1.7586 0.7148 2.9998  0.207
H17 -2.8359 -0.6464 3.2431  0.223
H18 -0.0175 -2.3149 1.4367  0.198
H19 -0.8057 -2.1481 3.0081  0.227
H20 0.3258 -0.9071 2.4583  0.213
H21 0.2647 0.8879 3.0373  0.212
H22 1.2848 2.3078 3.0976  0.225
H23 1.8985 0.8240 2.3648  0.211
H24 -1.5206 2.4376 1.7915  0.219
H25 -1.0029 3.3103 0.3478  0.215
H26 -0.3588 3.7587 1.9341  0.225
H27 2.4984 2.0991 0.2088  0.197
H28 2.0577 3.4425 1.2598  0.231
H29 1.3546 3.3412 -0.3452  0.214
N1 4.1627 -2.4693 3.2866  -0.592
N2 3.5951 -2.4183 2.0550  0.205
N3 3.2416 -3.5038 1.4066  -0.240
C18 2.6740 -2.9935 0.3266  0.154
N4 2.7136 -1.6560 0.3449  -0.431
N5 3.3063 -1.2986 1.4770  -0.048
H30 4.6142 -3.3573 3.4449  0.412
H31 4.7139 -1.6470 3.4800  0.407
H32 2.2659 -3.5849 -0.4740  0.240

Results
- Calculated total energy: -2619.034945 hartree
- Multiplicity: 2
- Max |F|: 0.6 eV/A
- Charge: +1
- HOMO-LUMO gap (spin up / spin down): 8.60 / 7.28 eV
- Highest occupied orbital energy (spin up / spin down): -11.15 / -12.01 eV

=====

[2]
A structure of composition C18H32F8Li2N4O34S8, computed with ωB97M-V with the def2-TZVPD basis set.

Last column: Mulliken charge in e.
Geometry (Å):
Li1 0.8371 -2.1868 2.2064  0.923
Li2 2.6615 -0.5520 1.6119  1.227
N1 2.6478 -1.8925 2.9756  -0.027
S1 3.8390 -3.0970 2.7628  0.836
O1 3.8436 -4.3989 3.4600  -0.494
O2 5.0433 -2.4982 2.2606  -0.540
F1 3.2845 -3.5135 1.2519  -0.282
S2 2.5856 -2.2200 4.4286  0.729
O3 3.8451 -2.2161 5.2335  -0.602
O4 1.5689 -3.1118 4.8100  -0.543
F2 1.8300 -0.8201 4.8788  -0.318
N2 4.1206 0.8374 1.5329  -0.192
S3 4.3381 1.6332 3.0600  0.906
O5 3.1755 2.3198 3.6525  -0.392
O6 5.6200 2.3257 3.2888  -0.610
F3 4.5414 0.2462 3.8298  -0.214
S4 4.0381 2.1568 0.8121  0.912
O7 5.2928 2.7032 0.3640  -0.652
O8 3.0173 3.1429 1.0182  -0.534
F4 3.4790 1.4313 -0.5470  -0.280
N3 1.0363 -0.9050 0.7223  0.185
S5 0.0841 0.5813 0.7139  0.333
O9 -0.5768 1.1464 -0.4915  -0.219
O10 0.6492 1.4524 1.7672  -0.203
F5 -1.1157 -0.0425 1.5883  -0.199
S6 0.7321 -1.1109 -0.8062  0.400
O11 1.4536 -0.2858 -1.7608  -0.626
O12 -0.5937 -1.6286 -1.1907  -0.385
F6 1.5897 -2.4580 -0.8870  -0.310
N4 -2.4982 -2.2387 -5.4418  -0.539
S7 -2.3960 -0.7605 -4.5355  1.206
O13 -1.0721 -0.1897 -4.3065  -0.533
O14 -3.4574 -0.4707 -3.5625  -0.593
F7 -2.8801 0.1340 -5.8476  -0.367
S8 -1.9986 -3.0737 -4.2565  1.157
O15 -3.0788 -3.4073 -3.3923  -0.652
O16 -0.6517 -2.9373 -3.6868  -0.383
F8 -1.7564 -4.4079 -5.0626  -0.334
C1 -3.4025 -1.6132 1.2553  0.505
C2 -4.1629 -0.7424 0.2498  0.104
O17 -5.4833 -1.2881 0.3038  -0.351
C3 -5.4591 -2.4311 0.9477  0.493
O18 -6.4060 -3.1995 1.0076  -0.633
O19 -4.2492 -2.7162 1.4692  -0.351
H1 -3.3018 -0.9691 2.1289  -0.258
H2 -2.4074 -1.8760 0.8964  0.037
H3 -3.7534 -0.8372 -0.7558  0.114
H4 -3.9666 0.2642 0.6190  0.264
C4 1.1455 4.1192 5.0219  -0.145
C5 0.1573 3.0778 4.5700  0.128
O20 -0.9362 3.2068 5.5083  -0.280
C6 -0.9120 4.3336 6.0391  0.603
O21 -1.9126 4.7860 6.6510  -0.672
O22 0.3081 4.8606 5.8732  -0.379
H5 1.3100 4.7205 4.1277  0.211
H6 2.0987 3.7556 5.4055  0.338
H7 0.7919 2.1956 4.4855  0.065
H8 -0.3271 3.3722 3.6390  0.143
C7 4.1736 6.3437 -4.0267  -0.673
O23 2.9505 5.8425 -3.6073  -0.272
C8 2.9128 4.5872 -2.9081  0.564
O24 3.8206 3.8810 -2.6174  -0.488
O25 1.6048 4.4288 -2.5077  -0.285
C9 1.1372 3.3120 -1.7068  -0.165
H9 4.8727 6.5315 -3.2117  0.288
H10 4.0241 7.3024 -4.5234  0.208
H11 4.6257 5.6099 -4.6941  0.299
H12 1.8993 3.0305 -0.9800  -0.060
H13 0.9076 2.5091 -2.4073  0.299
H14 0.1683 3.4744 -1.2347  0.222
C10 1.6048 -5.0785 -2.7604  -0.677
O26 0.6555 -5.5593 -3.6664  -0.241
C11 -0.1081 -6.6438 -3.4499  0.763
O27 -0.1498 -7.3230 -2.4124  -0.637
O28 -0.8065 -6.8024 -4.5504  -0.198
C12 -1.7439 -7.7842 -4.7231  -0.738
H15 2.3443 -5.8321 -2.4895  0.447
H16 1.0661 -4.5452 -1.9770  0.184
H17 2.1105 -4.2831 -3.3077  0.257
H18 -1.1158 -8.6602 -4.8853  0.294
H19 -2.3944 -7.6258 -5.5832  0.201
H20 -2.2731 -7.8986 -3.7771  0.342
C13 -1.9110 0.2971 4.8279  -0.409
O29 -2.0499 -1.0489 5.1801  -0.416
C14 -1.4076 -2.1062 4.6303  0.484
O30 -0.7905 -2.0368 3.5659  0.245
O31 -1.7817 -3.2258 5.2566  -0.349
C15 -1.9175 -4.3266 4.3768  -0.614
H21 -2.5314 0.8650 5.5212  0.364
H22 -2.2355 0.5385 3.8157  0.137
H23 -0.9297 0.7697 4.8718  0.178
H24 -2.3297 -4.1039 3.3926  0.200
H25 -2.5504 -5.0226 4.9273  0.272
H26 -0.9868 -4.8641 4.1950  0.256
C16 -0.9852 6.1495 -5.3157  -0.678
O32 -1.2848 5.4672 -4.1264  -0.285
C17 -1.8489 4.2617 -4.1522  0.841
O33 -1.8393 3.4395 -5.0832  -0.610
O34 -2.3524 4.0768 -2.9546  -0.363
C18 -2.8958 2.8231 -2.5975  -0.371
H27 0.0281 5.8603 -5.5941  0.247
H28 -1.0837 7.2265 -5.1793  0.230
H29 -1.7498 5.8904 -6.0481  0.335
H30 -3.5515 2.3813 -3.3477  0.390
H31 -3.4566 2.9992 -1.6795  0.214
H32 -2.0553 2.1662 -2.3734  0.040

Results
- ΔE to the lowest compared entry with this formula, charge and spin: 0.00 kJ/mol
- Calculated total energy: -7481.748389 hartree
- Max |F|: 12.0 eV/A
- Charge: -2
- HOMO-LUMO gap: 7.76 eV
- Highest occupied orbital energy: -5.07 eV

=====

[3]
A cluster of 9 separate species, C18H32FN9Si in total, computed with ωB97M-V with the def2-TZVPD basis set.

Last column: natural (NBO) charge in e.
Geometry (Å):
C1 5.5724 -2.3835 0.4354  -0.677
C2 4.7707 -1.2368 1.2896  -0.207
F1 5.4980 0.0421 1.1216  -0.405
Si1 2.9466 -0.9380 0.7526  1.256
N1 1.9669 -2.4431 0.5369  -1.278
H1 5.6911 -2.0182 -0.6918  0.224
H2 5.1246 -3.4630 0.5063  0.229
H3 6.6818 -2.4164 0.8702  0.227
H4 4.7658 -1.4899 2.4324  0.206
H5 2.9213 -0.0397 -0.4033  -0.187
H6 2.3048 -0.1965 1.8683  -0.179
H7 1.9825 -3.0554 1.3839  0.403
H8 2.2597 -2.9785 -0.3250  0.388
C3 -0.8039 -0.6405 -0.4093  -0.742
C4 -2.1138 -0.8533 -1.0473  0.328
N2 -3.1488 -1.0214 -1.5513  -0.386
H9 -0.9086 -0.2717 0.6164  0.258
H10 -0.2217 -1.5670 -0.3621  0.282
H11 -0.2016 0.0924 -0.9567  0.258
C5 5.1260 -2.1066 5.9931  -0.739
C6 3.9821 -1.8924 5.0910  0.312
N3 3.0783 -1.7231 4.3784  -0.374
H12 4.8011 -2.2797 7.0244  0.258
H13 5.7218 -2.9748 5.6917  0.256
H14 5.7981 -1.2420 6.0065  0.284
C7 -5.3788 1.8061 -2.1812  -0.737
C8 -6.5079 2.5310 -1.5747  0.292
N4 -7.3998 3.1038 -1.0955  -0.350
H15 -4.5252 2.4671 -2.3646  0.266
H16 -5.0264 0.9939 -1.5365  0.270
H17 -5.6544 1.3594 -3.1425  0.253
C9 -6.1243 -2.7927 -2.4591  -0.740
C10 -6.9651 -3.8126 -1.8101  0.291
N5 -7.6293 -4.6184 -1.2975  -0.349
H18 -5.6495 -3.1780 -3.3676  0.262
H19 -6.7074 -1.9117 -2.7477  0.255
H20 -5.3232 -2.4477 -1.7968  0.278
C11 -3.3817 -5.8368 -2.9250  -0.727
C12 -3.2220 -4.7499 -3.9055  0.287
N6 -3.0959 -3.8912 -4.6801  -0.332
H21 -4.2003 -5.6343 -2.2263  0.262
H22 -3.6016 -6.7925 -3.4126  0.257
H23 -2.4747 -5.9795 -2.3279  0.254
C13 -3.5585 5.6167 -2.9521  -0.747
C14 -2.8591 4.3256 -3.0621  0.314
N7 -2.3065 3.3056 -3.1492  -0.376
H24 -3.8099 6.0259 -3.9362  0.255
H25 -4.4949 5.5230 -2.3920  0.256
H26 -2.9471 6.3654 -2.4370  0.298
C15 5.7415 2.3290 7.5479  -0.727
C16 6.4409 1.0379 7.4379  0.314
N8 6.9935 0.0179 7.3508  -0.362
H27 5.4901 2.7382 6.5638  0.262
H28 4.8051 2.2352 8.1080  0.259
H29 6.3529 3.0776 8.0630  0.260
C17 0.9406 5.7430 -3.9559  -0.726
C18 -0.1884 6.4680 -3.3494  0.329
N9 -1.0804 7.0408 -2.8702  -0.378
H30 1.7942 6.4040 -4.1393  0.256
H31 1.2930 4.9309 -3.3112  0.263
H32 0.6650 5.2964 -4.9172  0.262

Results
- SMILES: C[C@@H](F)[SiH2]N.CC#N.CC#N.CC#N.CC#N.CC#N.CC#N.CC#N.CC#N
- Calculated total energy: -1587.125141 hartree
- Max |F|: 2.6 eV/A
- HOMO-LUMO gap: 10.30 eV
- Highest occupied orbital energy: -10.01 eV

=====

[4]
A cluster of 4 separate species, C18H32N2O6S in total, computed with ωB97M-V with the def2-TZVPD basis set.

Last column: natural (NBO) charge in e.
Geometry (Å):
O1 6.2981 -3.4997 3.0515  -0.880
S1 6.1451 -2.7120 1.7607  2.169
O2 7.4127 -2.8303 0.9204  -0.912
O3 4.9140 -3.4594 0.8512  -0.829
C1 5.6965 -0.9449 2.1067  -0.635
C2 5.2084 -0.1321 0.7732  -0.421
C3 3.6674 0.3265 0.8516  -0.412
C4 2.8260 -0.0161 -0.5108  -0.450
C5 1.7410 -1.1423 -0.0691  0.012
C6 2.0653 -2.6174 -0.3993  -0.237
C7 1.0820 -3.7849 0.0288  -0.205
C8 -0.1973 -3.3572 0.8000  -0.244
C9 -0.5391 -1.8458 1.1317  0.207
N1 -1.7587 -1.6033 1.8556  -0.396
C10 -1.9569 -0.2192 2.1350  -0.018
C11 -0.9432 0.8814 1.7097  -0.001
N2 0.2648 0.6944 0.9729  -0.393
C12 0.4230 -0.7112 0.7071  0.074
H1 4.9764 -2.9790 -0.0182  0.493
H2 4.8817 -0.9250 2.9151  0.264
H3 6.6251 -0.4034 2.5196  0.275
H4 5.8365 0.8422 0.7707  0.231
H5 5.4644 -0.7328 -0.1797  0.211
H6 3.5129 1.4426 1.0646  0.228
H7 3.1902 -0.2347 1.7445  0.216
H8 3.5090 -0.4487 -1.3395  0.237
H9 2.2605 0.9111 -0.8924  0.240
H10 3.0484 -2.8426 -0.9512  0.230
H11 1.3643 -4.8613 -0.2190  0.237
H12 -0.8992 -4.1985 1.1271  0.238
H13 -2.8832 0.0860 2.7314  0.239
H14 -1.1928 1.9655 2.0213  0.218
C13 -5.8704 2.1664 0.8104  -0.633
C14 -5.5766 1.8315 2.2586  -0.061
O4 -4.2676 2.2684 2.6080  -0.735
H15 -5.1392 1.6907 0.1507  0.207
H16 -6.8711 1.8314 0.5279  0.212
H17 -5.7996 3.2439 0.6407  0.211
H18 -5.6271 0.7522 2.4196  0.175
H19 -6.2978 2.3144 2.9254  0.159
H20 -4.2333 3.2248 2.4717  0.466
C15 5.3391 -3.7121 -4.5702  -0.635
C16 4.5029 -2.5101 -4.1796  -0.060
O5 4.6121 -2.2694 -2.7803  -0.742
H21 5.0144 -4.6000 -4.0212  0.216
H22 5.2597 -3.9112 -5.6415  0.216
H23 6.3915 -3.5495 -4.3197  0.202
H24 3.4502 -2.6851 -4.4111  0.184
H25 4.8306 -1.6148 -4.7169  0.161
H26 5.5455 -2.1062 -2.5848  0.466
C17 -8.9921 5.9130 -1.2645  -0.632
C18 -8.1374 4.7058 -0.9333  -0.063
O6 -7.9564 4.6030 0.4740  -0.726
H27 -8.5257 6.8277 -0.8893  0.214
H28 -9.1342 6.0066 -2.3438  0.213
H29 -9.9729 5.8357 -0.7860  0.198
H30 -7.1518 4.7971 -1.3949  0.178
H31 -8.6047 3.7847 -1.2961  0.157
H32 -8.8314 4.5135 0.8749  0.462

Results
- SMILES: O=S(=O)(O)CCCCc1cccc2nccnc12.CCO.CCO.CCO
- ΔE to the lowest compared entry with this formula, charge and spin: 726.36 kJ/mol
- Calculated total energy: -1663.912152 hartree
- Max |F|: 6.2 eV/A
- HOMO-LUMO gap: 7.63 eV
- Highest occupied orbital energy: -8.26 eV